Below is a structure of composition C15H23IrN5O2S2, with properties calculated with the ωB97M-V functional and the def2-TZVPD basis.

XYZ file:
```
48
Properties=species:S:1:pos:R:3:nbo_charge:R:1
Ir 0.61332 -0.27371 0.01097 1.128
N 1.65600 1.03318 1.71485 -0.853
C 0.89429 1.77548 2.74310 -0.222
C 0.45272 3.13843 2.24051 -0.410
C -0.28279 3.11254 0.89998 -0.431
C -1.47728 2.16226 0.84085 -0.220
N -1.22365 0.98856 -0.05572 -0.855
H 2.27126 0.35140 2.14991 0.400
H 2.27927 1.66222 1.21258 0.401
H 1.48447 1.90211 3.65240 0.219
H 0.02580 1.16904 3.01055 0.173
H 1.32248 3.79334 2.14910 0.228
H -0.18470 3.58439 3.00724 0.233
H 0.41769 2.82949 0.11273 0.202
H -0.60829 4.12602 0.66680 0.243
H -2.36714 2.68298 0.48733 0.215
H -1.71563 1.76224 1.82663 0.199
H -1.21561 1.32621 -1.01775 0.399
H -2.02543 0.36712 0.00502 0.387
C 0.41963 -1.11901 -3.93453 -0.690
C -0.45553 -1.91556 -3.04246 0.202
N -0.56985 -1.76668 -1.76525 -0.470
C -1.40642 -2.70921 -1.21281 0.155
C -1.98643 -3.58266 -2.16119 -0.314
S -1.44212 -3.23883 -3.69074 0.623
C -1.55443 -2.81839 0.18578 0.118
C -2.31153 -3.81043 0.83551 -0.314
S -2.11278 -3.72247 2.48349 0.624
C -1.02732 -2.34814 2.28366 0.182
N -0.85607 -1.99304 1.05102 -0.473
C -0.38905 -1.71679 3.46513 -0.683
H 1.14571 -0.58100 -3.32831 0.263
H -0.17689 -0.41301 -4.51754 0.268
H 0.94275 -1.76530 -4.63974 0.273
H -2.67197 -4.39502 -1.97419 0.277
H -2.93422 -4.56571 0.38137 0.276
H -0.18174 -2.45159 4.24160 0.270
H -1.05530 -0.96312 3.89206 0.267
H 0.53999 -1.24327 3.15593 0.256
O 3.95181 -2.97676 -0.50690 -0.501
C 3.06537 -2.24212 -0.30002 0.816
N 2.15733 -1.48935 -0.08764 -0.901
C 1.23115 2.95431 -3.10754 -0.756
C 1.40516 1.93265 -2.00264 0.486
O 2.34829 1.79315 -1.30822 -0.469
H 2.14664 2.99348 -3.69979 0.270
H 1.09101 3.92291 -2.62188 0.271
H 0.37008 2.73766 -3.73125 0.238
```

- relative energy (zero: lowest compared OMol25 entry of this formula, charge and spin) (kJ/mol) = 84.3
- M (g mol⁻¹) = 561.73
- LUMO energy (alpha / beta) (Eh) = -0.264 / -0.367
- gap between HOMO and LUMO (alpha / beta) (eV) = 5.752 / 3.786
- HOMO (alpha / beta) (eV) = -12.9 / -13.8
- ⟨S²⟩ = 8.785
- multiplicity = 6
- charge = +2
- F_max (Eh/bohr) = 0.01050

---

Below is the ion C15H23N2O with charge +1 in a non-equilibrium geometry, with properties calculated with the ωB97M-V functional and the def2-TZVPD basis.

XYZ file:
```
41
Properties=species:S:1:pos:R:3:nbo_charge:R:1
C 0.88098 -2.83370 -0.16501 -0.624
C -0.01704 -1.67835 -0.37255 -0.335
C -1.16269 -1.56972 0.66712 0.351
N -2.37233 -1.06229 0.48487 -0.278
C -2.93400 -0.16835 1.56383 -0.255
C -4.39133 0.25230 1.36938 -0.087
O -4.72169 0.41029 -0.01575 -0.496
C -4.57746 -0.81076 -0.73957 -0.084
C -3.10537 -1.24590 -0.80306 -0.262
C 0.68555 -0.31303 -0.66983 -0.165
N 1.98791 0.26729 -1.12806 -0.429
C 2.19390 0.56584 -2.51061 -0.406
C 2.64610 1.09362 -0.20287 0.242
C 3.79556 1.81267 -0.64323 -0.287
C 4.60677 2.59644 0.22514 -0.180
C 4.18719 2.76823 1.57780 -0.233
C 3.00387 2.15728 2.02931 -0.196
C 2.22869 1.39331 1.14382 -0.293
H 0.74992 -3.57658 -0.92060 0.239
H 1.97965 -2.57442 -0.11257 0.249
H 0.57759 -3.28104 0.79608 0.210
H -0.38581 -1.57345 -1.45607 0.260
H -0.98044 -1.85423 1.72376 0.220
H -2.83766 -0.71488 2.53673 0.238
H -2.33429 0.73595 1.62303 0.234
H -5.05971 -0.48576 1.85461 0.186
H -4.53607 1.24652 1.78584 0.233
H -5.17432 -1.62220 -0.30339 0.185
H -4.90885 -0.56529 -1.74882 0.233
H -2.60484 -0.65654 -1.59050 0.231
H -3.06548 -2.30789 -1.07905 0.238
H 0.39952 0.13705 0.24167 0.189
H 0.05366 -0.05951 -1.54174 0.174
H 2.39751 1.61500 -2.64627 0.216
H 3.02871 -0.02498 -2.87289 0.209
H 1.31198 0.33093 -3.10244 0.198
H 4.14208 1.77215 -1.68710 0.217
H 5.51449 3.09754 -0.13943 0.230
H 4.82537 3.37088 2.26447 0.226
H 2.67919 2.32280 3.03943 0.221
H 1.29321 1.03277 1.52452 0.183
```

- relative energy (zero: lowest compared OMol25 entry of this formula, charge and spin) (kJ/mol) = 459.9
- M (g mol⁻¹) = 247.36
- LUMO energy (Eh) = -0.191
- gap between HOMO and LUMO (eV) = 5.208
- HOMO (eV) = -10.4
- charge = +1
- structure (SMILES) = C[C@@H](C=[N+]1CCOCC1)CN(C)c1ccccc1
- F_max (Eh/bohr) = 0.07367

---

Below is a cluster of 2 separate species, C15H23N2O2 in total in a non-equilibrium geometry, with properties calculated with the ωB97M-V functional and the def2-TZVPD basis.

XYZ file:
```
42
Properties=species:S:1:pos:R:3:nbo_charge:R:1
C 3.12951 -2.89855 0.90100 -0.637
C 3.36276 -1.93859 -0.41939 -0.406
C 3.47003 -0.31582 -0.03489 -0.419
C 1.91168 0.25766 -0.23672 -0.420
C 1.63814 1.66079 0.58869 -0.432
C 0.09557 2.17547 0.20542 -0.414
C -1.03140 1.72552 1.31569 -0.475
C -1.03563 0.10248 1.55765 0.086
C -0.39228 -0.56869 2.94798 0.065
N -0.36106 -2.09618 3.17215 -0.502
C -0.88412 -3.10203 2.16249 0.050
C -1.55279 -2.54312 0.77401 -0.164
C -1.65478 -0.91294 0.42994 -0.062
C -2.35883 -0.49688 -0.98917 0.746
O -2.40825 0.71908 -1.53665 -0.525
O -3.07050 -1.58722 -1.73473 -0.702
H 4.12014 -3.24031 1.42773 0.234
H 2.41128 -2.34224 1.63952 0.180
H 2.56827 -3.86252 0.53072 0.211
H 2.38760 -2.07996 -1.09425 0.190
H 4.26691 -2.27750 -1.09535 0.229
H 3.84872 -0.21504 1.06795 0.210
H 4.22561 0.14166 -0.80250 0.230
H 1.74234 0.38399 -1.41110 0.224
H 1.21725 -0.63462 0.08766 0.185
H 1.82302 1.58827 1.74320 0.209
H 2.35214 2.47093 0.07987 0.241
H 0.06445 3.36289 0.08795 0.245
H -0.10372 1.75124 -0.87932 0.237
H -2.10720 2.16542 1.05853 0.280
H -0.74043 2.23308 2.35594 0.239
H 0.05418 0.12149 3.81074 0.287
H 0.05535 -2.45752 4.08247 0.466
H -0.84414 -4.27104 2.35004 0.293
H -1.94679 -3.33751 -0.00789 0.298
H -2.83003 -1.45870 -2.71240 0.523
C -3.52662 3.45206 -3.07259 -0.713
C -3.65234 3.96056 -4.49946 0.272
N -3.75668 4.38253 -5.68308 -0.319
H -2.71518 3.97611 -2.56020 0.248
H -4.46062 3.62587 -2.53114 0.254
H -3.31156 2.37988 -3.07653 0.259
```

- relative energy (zero: lowest compared OMol25 entry of this formula, charge and spin) (kJ/mol) = 1311.9
- M (g mol⁻¹) = 263.36
- LUMO energy (Eh) = -0.226
- gap between HOMO and LUMO (eV) = 6.582
- HOMO (eV) = -12.7
- charge = +1
- F_max (Eh/bohr) = 0.19757

---

Below is a cluster of 2 separate species, C15H23N3O3 in total in a non-equilibrium geometry, with properties calculated with the ωB97M-V functional and the def2-TZVPD basis.

XYZ file:
```
44
Properties=species:S:1:pos:R:3:nbo_charge:R:1
C 1.90062 3.51054 2.04013 -0.412
N 1.04549 3.16611 0.90523 -0.609
C 0.82430 1.91628 0.47074 0.657
O 1.31728 0.94368 1.03389 -0.640
C -0.09589 1.72672 -0.76223 -0.136
C 0.33602 0.60781 -1.72363 -0.607
N -0.40608 2.95498 -1.51382 -0.626
C 0.40624 3.79741 -2.15574 0.666
C 1.87098 3.47565 -2.38918 -0.718
O -0.03762 4.85839 -2.55980 -0.629
H 2.88898 3.06484 1.90762 0.212
H 2.00305 4.59411 2.11927 0.210
H 1.46486 3.12139 2.96243 0.209
H 0.59566 3.91855 0.40600 0.406
H -1.04342 1.39361 -0.33645 0.239
H -0.39404 0.49856 -2.52641 0.219
H 1.31797 0.81416 -2.14411 0.207
H 0.40216 -0.32990 -1.17796 0.235
H -1.36741 3.25873 -1.49565 0.412
H 2.33899 3.08853 -1.48938 0.223
H 1.95022 2.74679 -3.19225 0.234
H 2.38494 4.38648 -2.69228 0.247
C 1.69249 -4.46063 1.40666 -0.609
C 0.24615 -3.95825 1.29168 -0.146
C 0.24235 -2.56698 0.62862 -0.462
C -1.15138 -2.08625 0.29208 0.076
C -1.69408 -2.30828 -0.98330 -0.252
C -2.95602 -1.80327 -1.31706 -0.209
C -3.69359 -1.08274 -0.37291 -0.230
C -3.16693 -0.86740 0.90404 -0.199
C -1.90047 -1.36341 1.23147 -0.250
N -0.39574 -3.95554 2.62232 0.159
O 0.06162 -3.17131 3.46325 -0.287
H 1.71424 -5.44781 1.87893 0.218
H 2.29506 -3.77332 2.00980 0.223
H 2.14723 -4.54224 0.41457 0.219
H -0.31203 -4.64867 0.65088 0.201
H 0.73293 -1.83816 1.28343 0.251
H 0.83200 -2.60975 -0.29241 0.219
H -1.12814 -2.86440 -1.72438 0.210
H -3.36377 -1.97481 -2.30904 0.215
H -4.67648 -0.69796 -0.62840 0.215
H -3.73816 -0.31283 1.64252 0.215
H -1.49061 -1.17941 2.22085 0.225
```

- relative energy (zero: lowest compared OMol25 entry of this formula, charge and spin) (kJ/mol) = 328.1
- M (g mol⁻¹) = 293.37
- LUMO energy (Eh) = -0.006
- gap between HOMO and LUMO (eV) = 8.791
- HOMO (eV) = -8.9
- structure (SMILES) = CNC(=O)[C@H](C)NC(C)=O.C[C@H](Cc1ccccc1)N=O
- F_max (Eh/bohr) = 0.06151

---

Below is an isolated molecule of C15H23N3O3S, with properties calculated with the ωB97M-V functional and the def2-TZVPD basis.

XYZ file:
```
45
Properties=species:S:1:pos:R:3:nbo_charge:R:1
C -2.30251 -1.93352 -0.12470 -0.608
C -3.64304 -1.74276 0.57773 -0.400
C -4.50921 -0.63814 -0.03422 -0.391
C -4.20868 0.76714 0.50451 -0.414
C -2.83542 1.24687 0.14632 -0.256
C -1.84064 1.39792 1.07276 0.542
O -2.05124 1.14760 2.37507 -0.656
N -0.57213 1.78665 0.76415 -0.613
C -0.30434 2.04833 -0.47585 0.332
S 1.31183 2.51102 -0.96676 0.281
C 2.20815 2.50752 0.62191 -0.621
C 3.42787 1.59159 0.57739 0.666
O 4.54082 2.08259 0.57006 -0.624
N 3.22043 0.26160 0.56875 -0.433
C 1.95602 -0.43656 0.54581 -0.231
C 1.75733 -1.11859 -0.81007 -0.414
C 2.91675 -2.07518 -1.07659 -0.398
C 4.24178 -1.32290 -0.97738 -0.406
C 4.35245 -0.62605 0.37816 -0.225
N -1.22046 1.96389 -1.45516 -0.595
C -2.55590 1.55578 -1.23168 0.639
O -3.31674 1.50532 -2.17265 -0.612
H -2.45473 -2.11962 -1.18586 0.205
H -1.67344 -1.05343 -0.02029 0.194
H -1.77298 -2.78417 0.30101 0.205
H -3.47247 -1.52473 1.63419 0.196
H -4.19175 -2.68588 0.52022 0.202
H -4.39147 -0.63222 -1.11847 0.214
H -5.55756 -0.85029 0.18560 0.206
H -4.93323 1.45598 0.06358 0.227
H -4.31816 0.78013 1.58914 0.220
H -1.23672 1.33524 2.86054 0.498
H 2.57131 3.52276 0.78056 0.260
H 1.47968 2.23958 1.38449 0.276
H 1.13026 0.23652 0.76361 0.232
H 1.98291 -1.20280 1.33095 0.192
H 0.80760 -1.65527 -0.81201 0.216
H 1.72313 -0.35818 -1.59305 0.205
H 2.81233 -2.52342 -2.06565 0.212
H 2.89880 -2.88110 -0.33884 0.194
H 5.08036 -2.00871 -1.10153 0.214
H 4.29638 -0.57059 -1.76662 0.204
H 5.26099 -0.02560 0.43679 0.249
H 4.35730 -1.36726 1.18471 0.187
H -0.97165 2.19292 -2.41064 0.429
```

- relative energy (zero: lowest compared OMol25 entry of this formula, charge and spin) (kJ/mol) = 0.0
- M (g mol⁻¹) = 325.43
- LUMO energy (Eh) = 0.017
- gap between HOMO and LUMO (eV) = 9.054
- HOMO (eV) = -8.6
- structure (SMILES) = CCCCc1c(O)nc(SCC(=O)N2CCCCC2)[nH]c1=O
- F_max (Eh/bohr) = 0.01531

---

Below is a cluster of 3 separate species, C15H23N3O6P in total in a non-equilibrium geometry, with properties calculated with the ωB97M-V functional and the def2-TZVPD basis.

XYZ file:
```
48
Properties=species:S:1:pos:R:3:nbo_charge:R:1
O 3.22018 -0.72639 1.61464 -0.613
C 2.64471 -0.53938 0.41487 0.624
O 2.11985 0.78148 -0.00160 -0.525
C 1.37425 1.44160 1.08119 -0.086
C 0.14564 0.42308 1.54503 -0.460
C -1.13026 1.21166 2.22063 -0.431
C -2.46106 0.19830 2.22727 -0.232
N -2.75236 -0.17374 0.79060 -0.799
C -3.34582 0.97415 -0.00394 -0.353
C -2.15701 1.60690 -0.99583 0.701
O -1.83693 2.92912 -1.00142 -0.715
O -1.33734 0.75156 -1.90073 -0.848
P -3.70042 -1.67471 0.63485 1.445
O -3.57108 -2.71160 2.02739 -0.984
O -2.90262 -2.59036 -0.66055 -1.016
H 2.51931 -1.41658 -0.38198 0.181
H 0.98401 2.48745 0.70161 0.233
H 2.01752 1.62856 2.05845 0.184
H -0.12023 -0.21760 0.59769 0.255
H 0.59944 -0.29474 2.36874 0.203
H -1.44130 2.18261 1.64071 0.239
H -0.82582 1.55842 3.30923 0.200
H -3.38843 0.69759 2.78730 0.186
H -2.11827 -0.72681 2.89833 0.209
H -4.21095 0.55309 -0.69786 0.230
H -3.81514 1.82711 0.68511 0.221
H -2.63169 -3.11305 2.00830 0.480
H -2.36371 -1.90848 -1.19037 0.516
N -3.65545 0.26362 -3.47727 -0.510
C -4.35718 -0.90732 -3.35479 -0.090
C -5.16263 -1.03884 -4.46391 -0.320
C -4.93423 0.08963 -5.28709 -0.337
C -3.99698 0.87581 -4.65510 -0.072
H -2.98916 0.61979 -2.80434 0.460
H -4.22485 -1.54423 -2.49047 0.214
H -5.84050 -1.85953 -4.65960 0.203
H -5.40251 0.30523 -6.23878 0.203
H -3.54603 1.81660 -4.94131 0.208
N 7.43040 -1.52164 1.72999 -0.510
C 6.36628 -0.69479 1.47998 -0.072
C 6.79660 0.60605 1.61724 -0.300
C 8.17007 0.56229 1.95620 -0.313
C 8.53603 -0.76376 2.01618 -0.093
H 7.40420 -2.53276 1.70611 0.408
H 5.39617 -1.10177 1.22803 0.236
H 6.18742 1.49095 1.48613 0.224
H 8.82216 1.40714 2.13644 0.215
H 9.48570 -1.23170 2.23872 0.201
```

- relative energy (zero: lowest compared OMol25 entry of this formula, charge and spin) (kJ/mol) = 0.0
- M (g mol⁻¹) = 372.34
- LUMO energy (Eh) = 0.092
- gap between HOMO and LUMO (eV) = 7.725
- HOMO (eV) = -5.2
- charge = -1
- F_max (Eh/bohr) = 0.16416